No. 1
{
  "formula": "C16H17NO",
  "method": "ωB97M-V/def2-TZVPD",
  "s2": 0.759,
  "homo_energy_ev": [0.771, -3.344],
  "max_force_ev_per_a": 1.600,
  "molar_mass_g_mol": 239.32,
  "lumo_ev": [2.852, 2.803],
  "e_above_lowest_kcal_mol": 13.5,
  "orbital_gap_ha": [0.076, 0.226],
  "charge": -1,
  "spin_multiplicity": 2,
  "symbols": ["C", "C", "C", "C", "C", "C", "C", "C", "C", "N", "H", "H", "H", "H", "H", "H", "H", "H", "H", "C", "C", "C", "C", "C", "C", "C", "O", "H", "H", "H", "H", "H", "H", "H", "H"],
  "positions_angstrom": [[2.739188, -0.512375, 2.598411], [-0.794769, 0.409677, 3.416823], [0.206048, 0.094840, 2.486889], [1.439893, -0.101363, 3.212183], [1.141702, 0.125097, 4.514999], [-2.432411, 0.289160, 1.708402], [-2.132682, 0.513973, 3.041501], [-1.427528, 0.120169, 0.748132], [-0.130909, -0.139785, 1.146387], [-0.196108, 0.425232, 4.661797], [-3.474181, 0.344806, 1.417059], [-2.883428, 0.812160, 3.766156], [-1.692293, -0.030839, -0.295586], [0.627097, -0.517837, 0.469749], [-0.515070, 0.812183, 5.534266], [1.807407, 0.036703, 5.363368], [2.737778, -1.540875, 2.238903], [3.542677, -0.402950, 3.328764], [3.023213, 0.178088, 1.800220], [0.919461, -2.252434, -3.470126], [0.536115, 1.461190, -2.843914], [1.090732, 0.205510, -2.917410], [-0.881639, 1.601441, -3.075841], [0.314383, -0.946425, -3.065409], [-1.667841, 0.487048, -3.083536], [-1.107983, -0.792727, -2.920193], [-1.343985, 2.904236, -3.324383], [1.167591, 2.328659, -2.649735], [2.162873, 0.037322, -2.815625], [-1.539155, 3.046027, -4.254826], [-2.750805, 0.585213, -3.105971], [1.740846, -2.181323, -4.181295], [0.181950, -2.909724, -3.925635], [-1.764335, -1.665087, -2.891927], [1.356166, -2.824990, -2.632598]],
  "forces_ev_per_a": [[0.2996, 0.5551, 0.4426], [-0.0269, 0.1379, 0.0507], [0.0649, -0.7933, -0.1040], [-0.2389, -0.0856, -0.3095], [0.5701, -0.1492, -0.1810], [-0.1047, 1.0888, 0.3216], [0.1190, 0.0871, 0.0754], [-0.1153, -1.4206, -0.3178], [0.1738, 0.6641, 0.2832], [0.3042, 0.1128, 0.6945], [0.0480, 0.0662, -0.2060], [-0.1094, -0.3060, -0.0556], [0.0437, 0.0533, 0.0554], [-0.1276, 0.3315, -0.2559], [-0.4700, -0.0391, -0.3600], [-0.1741, 0.1601, 0.0432], [-0.0457, 0.0510, -0.1629], [0.0205, -0.2278, 0.1517], [-0.2033, -0.2528, -0.2494], [0.2889, -0.5467, 0.5660], [0.0055, 0.9688, 0.1645], [-0.1600, -1.5915, 0.0279], [0.8887, 0.0777, -0.3315], [0.1989, 0.6901, -0.2325], [-0.3059, 0.1496, 0.5264], [-0.2689, -0.5540, -0.3409], [-0.4785, 0.2874, 0.4161], [-0.2847, -0.0599, -0.0979], [0.1514, 0.3468, -0.2125], [0.1290, -0.3316, -0.0223], [-0.0635, 0.1096, -0.2086], [0.0536, 0.3227, -0.1846], [-0.1945, -0.0474, -0.0607], [0.1595, 0.1646, -0.0735], [-0.1476, -0.0199, 0.1480]],
  "lowdin_charge": [-0.0648, -0.2253, -0.1454, -0.2402, -0.0930, -0.1043, -0.0458, -0.0734, -0.0074, 0.0535, 0.0915, 0.0957, 0.0818, 0.1134, 0.1390, 0.1114, 0.0757, 0.0642, 0.0773, -0.1207, -0.1072, -0.1465, -0.3750, -0.3512, -0.1263, -0.1532, -0.0520, 0.0655, 0.0856, 0.0710, 0.0896, 0.0540, 0.0529, 0.0582, 0.0514]
}


No. 2
{
  "formula": "C16H17NO",
  "method": "ωB97M-V/def2-TZVPD",
  "s2": 0.772,
  "homo_energy_ev": [0.486, -2.976],
  "max_force_ev_per_a": 1.108,
  "molar_mass_g_mol": 239.32,
  "lumo_ev": [3.045, 2.929],
  "e_above_lowest_kcal_mol": 2.9,
  "orbital_gap_ha": [0.094, 0.217],
  "charge": -1,
  "spin_multiplicity": 2,
  "symbols": ["C", "C", "C", "C", "C", "C", "C", "C", "C", "N", "H", "H", "H", "H", "H", "H", "H", "H", "H", "C", "C", "C", "C", "C", "C", "C", "O", "H", "H", "H", "H", "H", "H", "H", "H"],
  "positions_angstrom": [[-3.699759, -2.254834, 0.702139], [-1.772278, -0.875134, 1.870532], [-3.109585, -1.130999, 1.496380], [-1.771503, 0.397801, 2.514020], [-3.903013, -0.068593, 1.903445], [-0.537474, -1.563774, 1.639678], [0.583730, -1.129135, 2.352270], [0.549443, 0.053536, 3.069152], [-0.601191, 0.906041, 3.068404], [-3.037121, 0.929256, 2.416543], [-0.561808, -2.452475, 1.014891], [1.529255, -1.663707, 2.357270], [1.443617, 0.427774, 3.548449], [-4.722999, -2.042158, 0.374592], [-3.900074, -3.124361, 1.333148], [-4.903135, 0.152827, 1.564811], [-3.373846, 1.536405, 3.145502], [-0.498791, 1.863454, 3.573998], [-3.026482, -2.539356, -0.107329], [3.348935, 2.728957, -1.381480], [2.203749, 1.630861, -3.357794], [2.695031, 1.556622, -2.060681], [1.512068, 0.553020, -3.885560], [1.370133, -0.618175, -3.156933], [2.515960, 0.394574, -1.315430], [1.866712, -0.697544, -1.863208], [0.637021, -1.607476, -3.748129], [2.313861, 2.531942, -3.944187], [1.132056, 0.541827, -4.892614], [3.193745, 2.654801, -0.298647], [2.944025, 3.719026, -1.585130], [2.958202, 0.324082, -0.331194], [0.555160, -2.383084, -3.190533], [1.641367, -1.586475, -1.309402], [4.424988, 2.834471, -1.516973]],
  "forces_ev_per_a": [[0.0018, -0.3374, 0.6727], [-0.1845, 0.3797, -0.2558], [-0.9118, 0.3986, -0.1405], [0.5722, -0.4370, -0.3431], [0.3742, -0.0767, -0.1025], [-0.3868, -0.5139, 0.0043], [0.2125, 0.4099, 0.0995], [-0.0852, 0.2508, -0.2432], [0.3166, 0.0679, 0.5112], [-0.4633, 0.0004, 0.4004], [0.2450, -0.0750, 0.2056], [-0.0721, -0.2171, -0.2264], [0.1474, -0.1162, 0.1206], [0.3232, 0.4495, -0.4836], [0.5467, -0.3364, 0.0830], [-0.0069, 0.1772, 0.0648], [0.1177, 0.0907, -0.0772], [-0.3998, -0.0038, -0.1414], [-0.2803, -0.1444, -0.2215], [0.1258, 0.5117, 0.9751], [-0.2885, -0.3882, 0.2015], [0.1563, 0.5887, 0.3536], [0.4376, -0.2901, -0.2612], [-0.3138, 0.4242, 0.2750], [0.3220, -0.2093, -0.5014], [-0.3151, 0.0384, -0.4475], [0.0470, -0.1084, -0.3996], [0.0486, 0.1063, 0.0110], [-0.1686, 0.2273, -0.2033], [0.1273, -0.2342, -0.0921], [-0.3243, -0.0949, -0.6023], [-0.2904, 0.0508, 0.1731], [0.0685, 0.0200, 0.3380], [0.1547, -0.3042, 0.4992], [0.1465, -0.3048, -0.2458]],
  "lowdin_charge": [-0.0803, -0.1799, -0.2895, -0.2660, -0.1477, -0.1100, -0.2050, -0.1991, -0.1036, 0.0268, 0.0578, 0.0688, 0.0563, 0.0580, 0.0597, 0.0647, 0.1166, 0.0610, 0.0599, -0.0720, -0.0509, -0.2879, -0.0309, -0.3324, -0.0349, -0.0139, 0.0330, 0.1056, 0.1075, 0.0756, 0.0690, 0.1148, 0.0962, 0.1038, 0.0690]
}


No. 3
{
  "formula": "C16H17NO",
  "method": "ωB97M-V/def2-TZVPD",
  "homo_energy_ev": -7.686,
  "max_force_ev_per_a": 3.544,
  "molar_mass_g_mol": 239.32,
  "lumo_ev": 0.857,
  "e_above_lowest_kcal_mol": 35.1,
  "orbital_gap_ha": 0.314,
  "symbols": ["C", "C", "C", "N", "C", "C", "C", "C", "C", "C", "H", "H", "H", "H", "H", "H", "H", "H", "H", "C", "C", "C", "C", "C", "O", "C", "C", "H", "H", "H", "H", "H", "H", "H", "H"],
  "positions_angstrom": [[-2.763548, 2.142742, -1.683354], [-2.385480, 1.051741, -0.753182], [-3.156548, 0.818117, 0.364881], [-2.874005, -0.426949, 0.909572], [-1.873548, -0.977965, 0.079059], [-1.276766, -2.217223, 0.291079], [-0.427525, -2.626391, -0.735360], [-0.135258, -1.773846, -1.806158], [-0.653350, -0.510424, -1.926289], [-1.550920, -0.070772, -0.907798], [-1.876921, 2.562953, -2.170396], [-3.235366, 3.040624, -1.232439], [-3.519856, 1.854861, -2.390407], [-3.861798, 1.517029, 0.819392], [-3.128158, -0.748400, 1.826974], [-1.217839, -2.921338, 1.105876], [0.160194, -3.537072, -0.713066], [0.634246, -2.170473, -2.465469], [-0.196512, 0.201989, -2.599143], [1.482797, 2.235702, -0.420536], [1.895234, 1.109303, 0.461733], [0.982239, 0.699742, 1.428888], [1.217326, -0.455236, 2.151644], [2.454394, -1.112747, 1.922931], [2.729483, -2.233543, 2.663868], [3.347884, -0.729520, 0.944579], [3.021207, 0.376020, 0.093135], [0.471412, 2.651350, -0.300695], [1.526014, 2.091816, -1.492101], [2.131683, 2.989491, 0.075547], [0.113184, 1.353454, 1.499054], [0.508088, -0.994229, 2.736093], [3.512423, -2.633057, 2.287474], [4.281658, -1.195940, 0.646648], [3.663930, 0.638193, -0.712034]],
  "forces_ev_per_a": [[0.7373, 1.6072, -0.0453], [-2.0656, 0.7436, 1.3960], [0.3658, 0.1273, 0.3955], [0.8448, 0.8275, -1.3789], [-1.2546, -0.8392, 3.2063], [1.8250, -1.1126, -1.8503], [-0.1557, 0.6780, 0.3024], [0.5915, -0.3511, -0.3534], [0.2648, 0.5130, 1.0990], [0.6077, -1.0266, -2.0979], [-0.2073, -0.2184, -0.4083], [0.3445, -0.6468, 0.4889], [0.0233, -0.5056, -0.7349], [0.1148, -0.4975, -0.1673], [0.0327, -0.0331, -0.1278], [-1.0714, 0.4858, 0.6716], [-0.3277, -0.1244, 0.3732], [-0.1968, 0.4676, -0.2890], [-0.3818, -0.0485, -0.4298], [-0.0060, 1.8219, 1.2515], [-0.8258, -0.9880, -2.0285], [0.3802, -0.1570, 0.1623], [1.5654, -0.2583, -0.8929], [-0.2819, -0.2659, 0.0438], [-0.4629, 0.0300, 0.3064], [-0.2554, 1.9790, -1.9918], [-0.8589, -1.1386, 3.1216], [0.0325, -0.5937, 0.5426], [0.9650, -0.0214, -0.1280], [-0.1466, 0.6198, -1.6085], [-0.1450, -0.6335, 0.3290], [-0.4496, 0.1487, 0.6825], [0.2498, -0.2323, 0.0106], [-0.1317, -0.6358, 0.6917], [0.2794, 0.2789, -0.5424]],
  "lowdin_charge": [-0.0596, -0.2520, -0.0625, 0.0909, -0.2247, -0.0180, -0.0979, -0.1099, -0.0119, -0.1633, 0.0728, 0.0844, 0.0713, 0.1241, 0.1441, 0.1077, 0.0988, 0.0998, 0.1053, -0.0713, -0.3154, -0.0438, 0.0015, -0.3208, 0.0340, -0.0216, -0.0221, 0.0703, 0.0733, 0.0970, 0.1149, 0.1049, 0.0910, 0.1077, 0.1011]
}


Number 1: E -20403.89613 eV. Number 2: E -20404.35483 eV. Number 3: E -20404.30307 eV.